{
  "formula": "C10H27CeClIOP2",
  "method": "ωB97M-V/def2-TZVPD",
  "symbols": ["C", "I", "H", "H", "H", "Ce", "P", "C", "C", "H", "H", "H", "H", "H", "H", "C", "H", "H", "H", "P", "C", "C", "H", "H", "H", "C", "H", "H", "H", "H", "H", "H", "Cl", "C", "C", "C", "O", "H", "H", "H", "H", "H", "H"],
  "coordinates": [[1.5291, 0.9982, -0.2126], [-1.9378, -2.7340, -0.5615], [1.1390, 2.0477, -0.2975], [2.2759, 0.8954, -0.9994], [2.0890, 0.9658, 0.7411], [-0.6197, 0.0320, 0.1525], [-0.2299, 0.0489, -2.8632], [0.8064, -1.1852, -3.7428], [-1.8722, -0.2931, -3.5603], [-1.8608, -0.0719, -4.6307], [-0.0490, 1.4222, -4.8777], [-2.6069, 0.3293, -3.0430], [-0.2792, 2.4153, -3.3910], [0.5452, -2.1834, -3.3617], [-2.1230, -1.3373, -3.3703], [0.2353, 1.5428, -3.8188], [0.6204, -1.1257, -4.8311], [1.3172, 1.7192, -3.7446], [1.8696, -0.9786, -3.5261], [-0.2631, 0.1978, 3.0310], [0.7813, -1.0154, 3.9331], [0.1658, 1.7797, 3.8471], [-2.6706, 0.4598, 2.9920], [-2.0398, 0.1762, 4.6532], [-2.2032, -1.1737, 3.4765], [-1.9627, -0.1154, 3.6013], [-0.3231, 2.6071, 3.3119], [-0.1554, 1.7765, 4.9001], [0.5915, -0.9475, 5.0207], [1.8449, -0.8041, 3.7054], [1.2482, 1.9591, 3.7843], [0.5406, -2.0266, 3.5560], [-2.1070, 2.1169, 0.0022], [3.0691, -3.0427, -0.3060], [1.6359, -2.8125, 0.0505], [0.9253, -4.0132, 0.5445], [1.1400, -1.6700, -0.0500], [3.2831, -4.1121, -0.1254], [3.7452, -2.4325, 0.3113], [3.2894, -2.8010, -1.3543], [0.6674, -3.8749, 1.6010], [-0.0340, -4.1402, -0.0107], [1.5671, -4.8966, 0.3787]],
  "mulliken_charge": [-0.99, -0.18, 0.47, 0.45, 0.42, 0.63, 0.78, -1.17, -1.13, 0.41, 0.42, 0.37, 0.37, 0.32, 0.36, -1.19, 0.43, 0.38, 0.35, 0.78, -1.09, -1.16, 0.39, 0.40, 0.40, -1.20, 0.36, 0.41, 0.40, 0.36, 0.38, 0.27, -0.37, -1.14, 0.67, -0.91, -0.18, 0.41, 0.32, 0.29, 0.16, 0.10, 0.43],
  "total_charge": 2,
  "homo_ev": [-15.102, -15.197],
  "spin_multiplicity": 2,
  "s_squared": 1.092,
  "de_lowest_kcal_mol": 0.0
}

=====

{
  "formula": "C10H27CeClIOP2",
  "method": "ωB97M-V/def2-TZVPD",
  "symbols": ["C", "I", "H", "H", "H", "Ce", "P", "C", "C", "H", "H", "H", "H", "H", "H", "C", "H", "H", "H", "P", "C", "C", "H", "H", "H", "C", "H", "H", "H", "H", "H", "H", "Cl", "C", "C", "C", "O", "H", "H", "H", "H", "H", "H"],
  "coordinates": [[-0.5572, -1.1098, 1.5220], [-2.8359, -1.4400, -1.0123], [0.3541, -1.4766, 1.0793], [-1.1917, -2.0274, 1.5916], [-0.2561, -0.5940, 2.4897], [1.6755, 0.8898, -1.8142], [0.3583, -2.5992, -0.9590], [-1.1161, -3.6371, -0.3801], [0.3238, -2.9924, -2.7772], [0.1727, -4.0831, -2.8714], [1.2103, -4.9001, -1.0026], [1.3131, -2.6733, -3.1720], [2.4689, -3.6880, -0.4194], [-2.2202, -3.1938, -0.6633], [-0.4987, -2.4081, -3.2524], [1.4277, -4.0241, -0.3657], [-1.2036, -4.5649, -0.9646], [1.1185, -4.2304, 0.6874], [-1.1993, -3.7205, 0.7044], [1.4980, 2.7771, 0.2987], [0.3366, 3.9323, 1.1700], [3.0089, 3.2365, 1.2224], [2.5301, 3.1349, -1.9490], [2.2250, 4.6668, -1.0383], [0.8425, 3.8429, -1.8253], [1.7990, 3.6847, -1.2951], [3.7785, 2.5101, 0.9523], [3.3302, 4.2609, 0.9997], [0.6524, 4.9970, 1.1104], [0.2945, 3.6323, 2.2282], [2.7761, 3.1337, 2.2937], [-0.6671, 3.8164, 0.7387], [3.9182, -0.2914, -1.8125], [-2.6206, -0.2065, 1.8659], [-2.0822, 0.2623, 0.5888], [-2.8447, 1.3456, -0.1365], [-0.7826, -0.0938, 0.4479], [-3.6194, 0.1349, 2.0614], [-1.9565, 0.0965, 2.6763], [-2.6087, -1.3064, 1.8472], [-2.5606, 2.3430, 0.2114], [-2.6953, 1.3188, -1.2194], [-3.8967, 1.2442, 0.1427]],
  "mulliken_charge": [-1.12, -0.16, 0.18, 0.28, 0.50, 1.35, 0.61, -1.36, -1.09, 0.41, 0.41, 0.35, 0.38, 0.05, 0.31, -1.33, 0.49, 0.38, 0.60, 0.62, -1.05, -1.22, 0.37, 0.46, 0.42, -1.14, 0.38, 0.40, 0.41, 0.39, 0.41, 0.26, -0.25, -1.21, 0.41, -1.22, -0.04, 0.47, 0.32, 0.41, 0.35, 0.40, 0.41],
  "total_charge": 2,
  "homo_ev": [-12.614, -12.614],
  "spin_multiplicity": 2,
  "s_squared": 0.751,
  "de_lowest_kcal_mol": 106.9
}

=====

{
  "formula": "C10H27ClN8O7P2",
  "method": "ωB97M-V/def2-TZVPD",
  "symbols": ["C", "C", "C", "Cl", "C", "C", "O", "N", "C", "P", "N", "C", "P", "O", "O", "O", "H", "H", "H", "H", "H", "H", "H", "H", "H", "H", "H", "H", "H", "H", "H", "C", "O", "N", "N", "H", "H", "H", "H", "C", "O", "N", "N", "H", "H", "H", "H", "C", "O", "N", "N", "H", "H", "H", "H"],
  "coordinates": [[3.4778, 2.8047, -0.2829], [2.2745, 1.9982, 0.2734], [2.6963, 0.5102, 0.4718], [2.8079, 0.0474, 2.2066], [1.8863, -0.4865, -0.3653], [2.6536, -1.8223, -0.6765], [3.7559, -2.0929, -0.4518], [1.6522, -2.6254, -1.2743], [0.2887, -2.0684, -1.0390], [-0.3760, -1.2076, -2.5610], [-1.7117, -1.8808, -3.0649], [0.6036, -1.1330, 0.1963], [-0.7526, -0.1091, 0.8880], [-0.6031, -0.1374, 2.3859], [-2.1131, -0.9329, 0.5749], [-0.8143, 1.4081, 0.3404], [3.1413, 3.7301, -0.7634], [4.2107, 3.0473, 0.4957], [4.0061, 2.1929, -1.0287], [1.5055, 2.0574, -0.5081], [1.8889, 2.4367, 1.1966], [3.7225, 0.4573, 0.0896], [1.8166, -0.0432, -1.3742], [1.5829, -3.5821, -0.9397], [-0.4153, -2.8209, -0.6732], [0.6288, -1.1733, -3.5633], [-0.5973, 0.1420, -2.1505], [-1.5177, -2.1676, -4.0250], [0.8268, -1.8463, 0.9990], [-2.8861, -0.3872, 0.8005], [-1.0146, 1.3495, -0.6138], [0.3569, 3.5024, 4.1311], [0.4401, 4.7058, 3.9470], [0.5888, 2.9305, 5.3516], [0.0286, 2.6254, 3.1433], [0.5274, 1.9450, 5.5241], [0.8344, 3.5446, 6.1060], [-0.1464, 3.0048, 2.2313], [-0.0456, 1.6309, 3.2723], [-0.9509, -0.4038, -6.7307], [-0.0547, -0.8661, -6.0403], [-2.2536, -0.7789, -6.5952], [-0.7168, 0.5301, -7.6964], [-2.9994, -0.4090, -7.1532], [-2.4660, -1.4630, -5.8915], [0.2327, 0.8295, -7.8238], [-1.4337, 0.9243, -8.2753], [-3.3230, -2.6841, 4.5028], [-3.9119, -3.7192, 4.2441], [-2.4936, -2.0657, 3.6152], [-3.4461, -2.0535, 5.7107], [-1.9980, -1.2142, 3.8101], [-2.3732, -2.4990, 2.7187], [-4.0489, -2.4797, 6.3900], [-2.9720, -1.2023, 5.9450]],
  "mulliken_charge": [-1.42, 0.05, -0.10, -0.17, -0.35, 0.10, -0.51, -0.32, -0.20, 0.47, -0.86, 0.01, 0.48, -0.80, -0.59, -0.44, 0.40, 0.34, 0.36, 0.20, 0.08, 0.60, 0.20, 0.35, 0.53, 0.14, -0.14, 0.28, 0.47, 0.32, 0.42, 0.53, -0.69, -0.34, -0.15, 0.17, 0.21, 0.11, 0.20, 0.64, -0.62, -0.33, -0.42, 0.17, 0.19, 0.22, 0.15, 0.56, -0.66, -0.14, -0.36, 0.16, 0.11, 0.20, 0.17],
  "homo_ev": -9.240,
  "smiles": "CC[C@@H](Cl)[C@H]1C(=O)N[C@H]([PH2]=N)[C@@H]1P(=O)(O)O.NC(N)=O.NC(N)=O.NC(N)=O"
}

=====

{
  "formula": "C10H27N2O7S2",
  "method": "ωB97M-V/def2-TZVPD",
  "symbols": ["C", "N", "C", "N", "C", "C", "O", "H", "H", "H", "H", "H", "H", "H", "H", "H", "H", "H", "O", "S", "O", "O", "C", "C", "C", "H", "H", "H", "H", "H", "H", "H", "H", "O", "S", "O", "O", "C", "C", "C", "H", "H", "H", "H", "H", "H", "H", "H"],
  "coordinates": [[1.9533, -1.6749, -0.0984], [0.5686, -1.9653, 0.4622], [-0.2139, -2.7564, -0.5064], [-1.5848, -3.1526, -0.0255], [-2.3397, -2.0856, 0.7037], [-2.7446, -0.8304, -0.2015], [-3.6759, -0.8316, -1.0165], [2.7743, -2.2116, 0.4723], [2.1556, -0.5526, 0.0387], [2.0219, -1.8630, -1.2190], [0.1750, -1.0187, 0.5983], [0.3689, -3.7350, -0.6641], [-0.2735, -2.2566, -1.5301], [-2.1141, -3.4799, -0.8610], [-1.5023, -3.9781, 0.5958], [-3.3270, -2.5095, 1.1123], [-1.7825, -1.7027, 1.6276], [-2.1820, 0.1662, -0.0716], [3.1463, -0.7328, 3.1879], [2.1001, -0.0211, 3.8743], [1.4573, 1.1297, 3.2973], [2.6031, 0.3550, 5.3589], [3.8367, 1.0659, 5.5030], [3.6691, 2.5427, 5.2002], [0.8502, -1.1789, 4.3547], [4.6156, 0.6195, 4.8788], [4.1488, 0.9460, 6.5424], [3.4509, 2.7047, 4.1423], [4.5813, 3.0910, 5.4442], [2.8377, 2.9633, 5.7698], [1.3250, -2.0284, 4.8434], [0.3328, -1.5055, 3.4525], [0.1506, -0.6837, 5.0272], [0.2302, 1.9279, -4.2220], [-0.8204, 2.1820, -5.1737], [-1.3382, 3.5034, -5.3961], [-2.0554, 1.1841, -4.8660], [-2.5924, 1.1599, -3.5447], [-3.5023, 2.3466, -3.2911], [-0.3579, 1.4871, -6.7341], [-1.7907, 1.1094, -2.8009], [-3.1728, 0.2388, -3.4566], [-2.9354, 3.2799, -3.2759], [-4.0097, 2.2440, -2.3289], [-4.2511, 2.4362, -4.0806], [-0.0183, 0.4642, -6.5784], [0.4501, 2.0930, -7.1434], [-1.2186, 1.5145, -7.4012]],
  "mulliken_charge": [-0.85, -0.30, -0.74, -0.08, -0.48, 0.07, -0.43, 0.25, 0.31, 0.36, 0.25, 0.40, 0.43, 0.38, 0.41, 0.42, 0.21, 0.37, -0.64, 1.24, -0.63, -0.26, -0.32, -0.99, -0.63, 0.31, 0.28, 0.29, 0.39, 0.27, 0.33, 0.02, 0.35, -0.64, 1.23, -0.60, -0.29, -0.17, -1.07, -0.93, 0.24, 0.21, 0.33, 0.37, 0.29, 0.31, 0.38, 0.32],
  "total_charge": 1,
  "homo_ev": -12.852,
  "de_lowest_kcal_mol": 39.0
}

=====

{
  "formula": "C10H27NO10PZn",
  "method": "ωB97M-V/def2-TZVPD",
  "symbols": ["Zn", "P", "O", "O", "O", "O", "C", "O", "C", "C", "N", "C", "C", "O", "C", "H", "H", "H", "H", "H", "H", "H", "H", "H", "H", "H", "H", "H", "H", "H", "C", "C", "O", "O", "H", "H", "H", "H", "H", "H", "C", "C", "O", "O", "H", "H", "H", "H", "H", "H"],
  "coordinates": [[-0.5127, 0.3464, 1.4270], [-0.5882, -1.7616, 2.9283], [-1.5245, -2.9217, 3.1437], [0.6159, -1.8526, 3.8758], [-1.2515, -0.3152, 3.0955], [-0.0107, -1.5916, 1.4256], [-3.4441, -0.2070, 0.9950], [-2.3653, 0.6332, 0.5350], [-2.3020, 0.8542, -0.8558], [-0.9503, 1.5129, -1.1473], [0.1718, 0.7364, -0.6114], [1.4248, 1.4781, -0.8400], [1.9092, 1.4218, -2.2703], [2.1925, 0.0620, -2.5831], [2.2397, -0.1942, -3.9592], [-4.3457, 0.0246, 0.4069], [-3.5544, -0.0884, 2.0598], [-3.2134, -1.2419, 0.7230], [-3.1000, 1.5694, -1.0967], [-2.3956, -0.0838, -1.4135], [-0.9577, 2.5479, -0.7857], [-0.8993, 1.7081, -2.2329], [0.2954, -0.0485, -1.2595], [2.2006, 1.1218, -0.1656], [1.3215, 2.5453, -0.6134], [2.8364, 2.0150, -2.2644], [1.1299, 1.8557, -2.9067], [1.3110, 0.1397, -4.4483], [2.3628, -1.2562, -4.1401], [3.0548, 0.3630, -4.4448], [0.3026, -4.0521, -1.0439], [-0.2989, -2.7339, -1.4338], [-1.3921, -2.3824, -0.6205], [1.2050, -3.9749, 0.0360], [0.8390, -4.4591, -1.9242], [-0.4545, -4.8167, -0.8363], [-0.5682, -2.7270, -2.4995], [0.4472, -1.9284, -1.3284], [-0.9403, -2.2376, 0.2751], [0.9985, -3.1792, 0.5681], [1.4708, 2.0578, 2.9263], [0.4900, 3.0697, 2.3420], [-0.7604, 2.4296, 2.0339], [1.4463, 0.8540, 2.2002], [1.1381, 1.8704, 3.9577], [2.4716, 2.4994, 3.0193], [0.8507, 3.5781, 1.4453], [0.3239, 3.8333, 3.1054], [-1.3915, 2.6479, 2.7255], [2.1713, 0.2784, 2.4752]],
  "mulliken_charge": [1.15, 0.86, -0.89, -0.92, -0.74, -0.67, -0.93, -0.08, -0.58, -0.76, 0.80, -0.83, -0.80, -0.25, -0.86, 0.36, 0.27, 0.25, 0.44, 0.33, 0.37, 0.37, -0.23, 0.36, 0.30, 0.46, 0.36, 0.34, 0.25, 0.34, -0.49, -0.58, -0.55, -0.60, 0.36, 0.20, 0.39, 0.31, 0.50, 0.33, -0.47, -0.47, -0.42, -0.47, 0.36, 0.40, 0.16, 0.45, 0.27, 0.24],
  "total_charge": -1,
  "homo_ev": -2.584
}